*P*
Computed, not measured: the molecule C8H8O, with ωB97M-V/def2-TZVPD.

spin multiplicity	1
structure (SMILES)	C=C[C@]12C=CC(=C)[C@H]1O2

Last column: Mulliken charge in e.
CARTESIAN COORDINATES (ANGSTROEM)
C: -2.673 -1.122 -0.554  -0.783
H: -0.565 0.515 1.744  0.387
H: 0.227 -1.068 -2.243  0.353
O: -0.283 1.534 -0.094  -0.508
C: -0.029 0.457 0.765  0.090
C: 2.266 0.051 1.896  -0.896
H: -2.022 -1.917 -0.264  0.272
H: -3.747 -1.319 -0.508  0.280
C: -0.573 0.191 -0.562  0.884
C: -2.014 0.025 -0.700  -0.376
H: 3.290 -0.174 1.678  0.288
C: 0.440 -0.572 -1.253  -0.738
H: -2.632 0.914 -0.758  0.324
H: 2.040 0.612 2.858  0.264
C: 1.444 0.036 0.806  0.211
C: 1.641 -0.551 -0.548  -0.395
H: 2.649 -0.933 -0.850  0.341

=====

*Q*
Computed, not measured: the molecule C8H8O, with ωB97M-V/def2-TZVPD.

spin multiplicity	1
structure (SMILES)	C=Cc1coc(C=C)c1

Last column: Mulliken charge in e.
CARTESIAN COORDINATES (ANGSTROEM)
H: -3.081 -1.963 2.441  0.268
H: 2.428 2.367 -2.955  0.279
C: -1.192 -1.248 1.840  -0.316
H: -0.800 -1.525 2.829  0.273
H: 1.611 -1.649 1.160  0.496
C: -0.631 0.411 -0.159  -0.634
H: 0.095 2.160 -2.115  0.285
C: -2.460 -1.466 1.671  -0.691
C: -0.323 -0.678 0.771  0.633
C: 0.522 0.604 -0.777  0.617
C: 0.920 1.560 -1.736  -0.421
H: 2.768 0.979 -1.728  0.382
H: -2.921 -0.978 0.784  0.177
C: 2.155 1.656 -2.197  -0.853
C: 1.036 -0.924 0.647  -0.631
H: -1.588 0.799 -0.193  0.502
O: 1.462 -0.105 -0.282  -0.366

=====

The least stable of them is *P*.

=====

*P*
Computed, not measured: a cluster of 2 separate species, C7H10FN3O in total, with ωB97M-V/def2-TZVPD.

spin multiplicity	1

Last column: Mulliken charge in e.
CARTESIAN COORDINATES (ANGSTROEM)
H: 3.816 -0.700 0.327  0.362
C: 2.150 -0.503 -0.146  0.792
C: -2.236 -2.138 -0.002  -0.823
C: -1.927 -0.775 -0.533  0.743
H: 1.721 1.830 -1.335  0.257
C: 0.846 1.489 -0.881  -0.614
H: -1.799 -0.705 1.798  0.205
N: 0.053 -0.778 -0.101  0.402
O: 3.335 0.007 0.006  -0.475
H: 1.802 2.626 0.742  0.256
H: -3.393 -0.385 0.890  0.309
H: 0.008 1.582 -1.614  0.303
H: -1.433 -2.636 0.536  0.284
N: 1.905 -1.767 0.300  -0.783
H: 0.438 3.494 -0.139  0.347
H: -3.010 -2.753 -0.317  0.359
C: 0.976 0.191 -0.297  -0.211
C: -2.426 -0.856 0.821  -0.382
C: 0.741 2.526 0.247  -1.094
F: -2.263 -0.130 -1.643  -0.199
N: 0.598 -1.918 0.263  -0.354
H: 0.097 2.300 1.078  0.315

=====

*Q*
Computed, not measured: a structure of composition C7H10FN3O, with ωB97M-V/def2-TZVPD.

spin multiplicity	1

Last column: Mulliken charge in e.
CARTESIAN COORDINATES (ANGSTROEM)
N: -1.210 -2.168 0.381  -0.759
C: -0.872 0.034 0.449  -0.049
H: -0.247 2.073 0.367  0.364
C: -1.114 1.524 0.430  -0.630
H: 2.639 -2.538 -0.222  0.233
C: 2.780 -0.227 -0.837  -0.695
H: 3.651 0.405 -0.817  0.258
H: -2.876 1.191 -0.711  0.254
H: -3.534 -1.770 -0.016  0.399
N: 0.229 -0.683 0.493  0.426
H: -1.756 1.926 -1.599  0.423
H: 2.090 -0.125 -1.611  0.314
H: -2.424 2.984 -0.586  0.394
O: -3.128 -0.831 0.207  -0.536
C: -1.849 -0.980 0.338  0.814
H: 3.865 -1.465 0.617  0.247
C: 2.064 -0.304 0.406  0.831
H: -1.467 1.932 1.445  0.291
N: 0.043 -1.975 0.423  -0.410
C: -2.100 1.983 -0.652  -1.280
C: 2.934 -1.475 0.038  -0.614
F: 2.282 0.488 1.457  -0.276

=====

The least stable of them is *P*.

=====

*P*
Computed, not measured: the molecule C2H6N2OS2, with ωB97M-V/def2-TZVPD.

spin multiplicity	1
structure (SMILES)	CS/C(=N\O)NS

Last column: Mulliken charge in e.
CARTESIAN COORDINATES (ANGSTROEM)
H: 1.461 -2.395 -0.097  0.351
S: 2.060 1.698 1.824  -0.148
O: 0.802 -1.696 -0.424  -0.387
N: 0.873 1.646 0.672  -0.346
C: 0.488 0.476 0.018  0.551
N: 1.041 -0.650 0.456  -0.429
S: -0.514 0.712 -1.356  -0.119
H: 0.072 2.317 0.728  0.286
H: 1.444 0.880 2.699  0.133
H: -2.163 -0.568 -0.141  0.288
H: -1.321 -1.567 -1.434  0.246
C: -1.716 -0.588 -1.139  -0.742
H: -2.525 -0.266 -1.806  0.316

=====

*Q*
Computed, not measured: the molecule C2H6N2OS2, with ωB97M-V/def2-TZVPD.

spin multiplicity	1
structure (SMILES)	OC/C(=N\S)NS

Last column: Mulliken charge in e.
CARTESIAN COORDINATES (ANGSTROEM)
H: 1.908 -0.466 2.435  0.154
C: 0.293 -0.052 -0.217  0.419
N: 0.327 0.194 -1.496  -0.551
H: -0.484 0.380 1.848  0.269
S: -0.782 1.465 -2.027  -0.176
C: -0.796 0.420 0.778  -0.251
H: -0.917 1.466 0.431  0.228
H: -1.884 -0.702 -0.565  0.424
H: -1.028 0.598 -3.390  0.186
S: 1.577 -1.582 1.673  -0.151
N: 1.453 -0.511 0.316  -0.330
H: 2.192 -0.731 -0.303  0.297
O: -1.860 -0.482 0.516  -0.519

=====

The least stable of them is *Q*.

=====

*P*
Computed, not measured: the ion C6H12NO with charge +1, with ωB97M-V/def2-TZVPD.

net charge	+1
spin multiplicity	1
structure (SMILES)	C=C[N+](=O)C(C)(C)C

Last column: Mulliken charge in e.
CARTESIAN COORDINATES (ANGSTROEM)
H: 0.713 -2.339 0.476  0.456
H: -1.062 1.682 -0.300  0.256
C: -2.942 0.725 -0.055  -0.677
C: -1.589 0.785 -0.065  0.338
C: 1.139 0.988 0.866  -1.243
H: 0.377 0.811 -1.900  0.343
H: 2.311 -1.612 0.549  0.397
O: -1.411 -1.582 0.400  -0.328
H: 0.762 1.932 0.285  0.315
C: 1.262 -1.448 0.680  -1.626
H: -3.614 1.480 -0.229  0.329
C: 0.959 -0.121 -1.491  -1.192
H: 2.039 0.090 -1.759  0.369
N: -0.794 -0.285 0.045  0.555
H: 1.102 -1.347 1.728  0.455
H: 2.209 0.952 0.950  0.417
C: 0.624 -0.252 0.045  0.749
H: 0.663 -1.065 -2.132  0.333
H: -3.316 -0.276 0.110  0.321
H: 0.569 0.882 1.795  0.431

=====

*Q*
Computed, not measured: the ion C6H12NO with charge +1, with ωB97M-V/def2-TZVPD.

net charge	+1
spin multiplicity	1

Last column: Mulliken charge in e.
CARTESIAN COORDINATES (ANGSTROEM)
C: -1.304 -0.013 0.595  -0.795
H: -1.229 2.103 -2.166  0.298
O: 0.367 -0.997 -1.030  -0.490
H: 2.533 1.492 -0.968  0.292
C: 0.272 -1.787 1.396  -1.460
H: -2.682 0.820 -0.591  0.379
H: -1.299 0.836 1.409  0.340
H: 3.076 -0.272 -1.038  0.341
N: -1.685 0.543 -0.714  -0.099
H: -1.061 2.506 -0.327  0.269
C: 0.022 -0.718 0.348  1.235
H: 2.788 0.533 0.593  0.347
H: 0.491 -1.282 2.308  0.371
C: -0.931 1.732 -1.148  -0.769
H: -0.631 -2.483 1.517  0.377
H: 1.152 -2.394 1.071  0.360
C: 2.457 0.483 -0.421  -1.069
H: -2.164 -0.763 0.938  0.404
C: 1.125 -0.116 -0.467  0.268
H: -1.298 -0.223 -1.303  0.400

=====

*R*
Computed, not measured: a structure of composition C6H12NO, with ωB97M-V/def2-TZVPD.

net charge	+1
spin multiplicity	1

Last column: Mulliken charge in e.
CARTESIAN COORDINATES (ANGSTROEM)
H: 2.518 -0.707 -0.325  0.296
H: 0.518 0.660 -2.542  0.311
C: 1.990 -1.402 0.222  -1.287
C: 0.179 1.345 -0.399  -0.456
H: -1.085 -2.676 0.476  0.271
C: -0.082 -2.487 0.979  -1.198
H: -2.214 -0.914 -0.347  0.313
H: -0.613 3.295 -0.212  0.325
H: 0.541 -3.333 1.049  0.409
N: -0.739 2.364 0.132  -0.213
H: -0.693 2.153 1.186  0.402
H: -1.642 1.966 -0.149  0.376
O: -1.890 0.036 -0.350  -0.570
H: 1.282 1.410 -0.037  0.342
H: 2.696 -2.039 0.642  0.357
C: 0.687 -1.440 0.369  1.197
C: -0.169 0.787 -1.753  -0.793
C: -0.452 0.010 -0.490  0.377
H: -1.064 1.172 -2.152  0.246
H: -0.248 -1.924 1.936  0.294

=====

The least stable of them is *P*.

=====

*P*
Computed, not measured: the molecule C11H19N3, with ωB97M-V/def2-TZVPD.

spin multiplicity	1
structure (SMILES)	CC(C)(C)N1[C@H]2CC[C@H](CC2)N1C#N

Last column: Mulliken charge in e.
CARTESIAN COORDINATES (ANGSTROEM)
H: 1.481 0.236 -1.065  0.638
H: 1.188 -2.540 2.196  0.383
H: -2.443 1.320 -1.028  0.379
H: 2.073 1.551 1.092  0.309
H: -0.192 -1.325 2.395  0.192
H: -1.352 -2.939 -0.145  0.452
C: -0.753 0.703 2.482  0.536
N: -0.845 0.696 3.629  -0.668
N: -1.007 0.565 1.173  -0.348
C: 1.409 -2.196 -0.271  -1.668
C: 0.064 2.742 0.932  -0.925
C: -0.247 1.062 -1.561  -1.002
C: -1.135 1.944 0.607  -0.019
C: 0.189 -2.206 1.884  -1.242
H: -0.584 -1.931 -1.317  0.354
N: 0.368 -0.069 0.599  0.084
H: -0.447 0.194 -2.080  0.329
H: -1.598 2.778 -1.366  0.376
C: -1.450 1.768 -0.878  -0.789
C: 0.209 -1.587 0.464  1.468
H: 0.067 2.700 2.031  0.429
H: 2.502 -1.743 0.083  0.261
H: 0.118 1.771 -2.386  0.421
H: -0.128 3.771 0.576  0.483
H: -2.093 2.445 1.108  0.289
C: 0.839 0.809 -0.451  -0.436
H: 1.754 2.797 -0.399  0.394
H: -1.829 -1.176 -0.054  0.308
H: 1.559 -3.284 -0.023  0.381
C: -1.073 -1.905 -0.357  -1.469
C: 1.322 2.057 0.296  -0.637
H: 1.265 -2.006 -1.357  0.440
H: -0.525 -3.080 1.875  0.292

=====

*Q*
Computed, not measured: the molecule C11H19N3, with ωB97M-V/def2-TZVPD.

spin multiplicity	1
structure (SMILES)	Cc1cnc(N)nc1CCC(C)(C)C

Last column: Mulliken charge in e.
CARTESIAN COORDINATES (ANGSTROEM)
C: 1.502 -0.617 0.384  0.238
C: -2.388 1.830 -1.576  -1.766
C: 0.516 -2.878 1.308  -1.389
C: 2.751 -2.595 0.171  -0.494
H: 3.850 0.867 -1.668  0.290
H: -3.411 2.095 -1.556  0.435
H: -0.097 1.096 -1.169  0.489
N: 2.474 -0.036 -0.310  -0.429
H: -3.939 0.745 0.663  0.415
H: -1.421 2.274 1.737  0.338
H: 0.330 -3.878 0.745  0.362
H: -2.893 2.987 1.129  0.452
H: -0.158 -0.156 1.571  0.358
H: 0.875 -3.048 2.249  0.349
H: -0.882 -0.429 -0.846  0.349
C: 3.378 -0.738 -0.860  0.373
C: -2.949 0.282 0.428  -1.724
C: 0.395 0.342 0.752  -0.834
C: -1.957 2.555 0.831  -1.678
N: 4.153 -0.118 -1.731  -0.468
H: 2.899 -3.617 0.419  0.472
H: -1.801 2.637 -2.021  0.420
N: 3.753 -1.896 -0.370  -0.665
H: -2.127 1.126 -2.388  0.366
H: 5.179 -0.280 -1.855  0.263
H: -0.456 -2.335 1.358  0.275
C: -2.023 1.293 -0.177  2.089
H: -3.100 -0.653 -0.242  0.308
H: 0.834 1.226 1.150  0.450
C: 1.538 -2.030 0.520  0.784
C: -0.655 0.593 -0.414  -1.181
H: -1.418 3.425 0.376  0.331
H: -2.749 -0.068 1.392  0.422

=====

The least stable of them is *P*.